No. 1
This record from OMol25 describes C24H66N11O13Sr2 as an isolated structure in a non-equilibrium geometry. The level of theory is the ωB97M-V functional and the def2-TZVPD basis.

The geometry in ORCA input format:
```
! wB97M-V def2-TZVPD RIJCOSX def2/J DEFGRID3
* xyz 3 1
Sr -4.291 2.129 2.353
Sr -2.526 -0.937 4.902
C -0.745 -0.060 0.717
C -1.387 -0.248 2.054
O -2.561 0.123 2.250
O -0.764 -0.790 3.021
H -0.590 0.980 0.432
H -1.313 -0.591 -0.047
H 0.217 -0.574 0.702
C 2.515 2.787 0.510
O 1.531 3.432 0.185
N 3.729 3.307 0.611
N 2.516 1.564 0.992
H 4.460 2.808 1.090
H 3.747 4.293 0.400
H 1.583 1.206 1.125
H 3.294 1.110 1.445
C 2.977 -1.614 -1.251
O 2.026 -2.051 -0.646
N 3.662 -2.334 -2.157
N 3.400 -0.398 -1.106
H 3.312 -3.281 -2.216
H 4.053 -1.787 -2.907
H 3.134 0.136 -0.291
H 4.232 -0.235 -1.653
C -4.981 -0.268 -0.396
O -4.982 0.719 0.351
N -5.696 -0.399 -1.472
N -4.224 -1.318 -0.171
H -6.385 0.313 -1.662
H -5.445 -1.172 -2.068
H -4.307 -2.123 -0.773
H -3.702 -1.292 0.690
C 2.375 -2.578 3.180
O 3.343 -3.282 3.050
N 1.653 -2.435 4.245
N 1.762 -1.972 2.151
H 0.841 -1.843 4.176
H 2.128 -2.780 5.067
H 0.894 -1.497 2.333
H 2.062 -2.144 1.200
C -0.038 1.208 -7.682
O -1.105 1.808 -8.345
C -2.405 1.619 -7.719
C -2.381 1.744 -6.127
N -2.102 0.424 -5.567
C -2.639 0.337 -4.166
C -1.760 -0.748 -3.510
O -0.356 -0.570 -3.605
C 0.225 0.280 -2.585
H 0.367 1.758 -6.830
H 0.788 1.081 -8.383
H -0.146 0.177 -7.335
H -2.895 0.761 -8.178
H -3.048 2.465 -7.967
H -3.329 2.173 -5.801
H -1.633 2.500 -5.878
H -1.103 0.499 -5.419
H -3.701 0.093 -4.129
H -2.530 1.314 -3.690
H -2.028 -1.749 -3.846
H -1.896 -0.780 -2.424
H 0.599 -0.392 -1.810
H -0.310 1.157 -2.217
H 1.142 0.758 -2.933
C 4.446 -4.854 0.230
O 3.411 -5.461 -0.550
C 2.510 -6.344 0.111
C 1.510 -5.629 1.059
N 0.592 -4.753 0.307
C -0.432 -4.259 1.184
C -1.456 -3.399 0.439
O -2.479 -4.118 -0.280
C -2.059 -5.013 -1.267
H 5.310 -4.692 -0.415
H 4.852 -5.431 1.062
H 4.213 -3.857 0.604
H 3.136 -6.978 0.742
H 1.987 -6.979 -0.603
H 2.046 -5.067 1.827
H 0.922 -6.364 1.611
H 1.118 -4.019 -0.149
H 0.022 -3.735 2.030
H -1.054 -5.014 1.669
H -0.990 -2.738 -0.295
H -1.906 -2.738 1.184
H -1.606 -5.924 -0.876
H -1.520 -4.498 -2.064
H -2.911 -5.430 -1.807
C 2.741 1.289 4.282
O 2.116 2.484 3.984
C 0.696 2.324 3.898
C 0.058 3.664 3.768
N 0.137 4.155 2.381
C 0.143 5.623 2.374
C -1.225 6.358 2.458
O -1.791 6.225 3.799
C -1.219 7.132 4.752
H 3.828 1.371 4.304
H 2.514 0.509 3.550
H 2.533 0.895 5.280
H 0.321 1.794 4.779
H 0.524 1.578 3.117
H 0.382 4.374 4.528
H -0.993 3.458 3.974
H 0.971 3.828 1.911
H 0.645 5.956 1.463
H 0.810 6.109 3.089
H -1.921 5.937 1.730
H -1.309 7.396 2.134
H -1.217 6.758 5.775
H -1.685 8.118 4.718
H -0.191 7.375 4.477
O -2.214 3.046 1.335
H -2.140 3.228 0.394
H -1.437 3.486 1.729
*
```

Output
* frontier orbital gap: 2.168 eV
* LUMO level: -11.534 eV
* E: -2595.02806 Eh

These are the Mulliken partial charges, in e, on atoms 1 to 99: atom 1 (Sr): 1.84, atom 2 (Sr): 1.71, atom 3 (C): 1.36, atom 4 (C): 0.43, atom 5 (O): -0.64, atom 6 (O): -0.70, atom 7 (H): 0.62, atom 8 (H): -0.93, atom 9 (H): -0.73, atom 10 (C): 0.66, atom 11 (O): -0.70, atom 12 (N): -0.44, atom 13 (N): 0.26, atom 14 (H): 0.15, atom 15 (H): 0.27, atom 16 (H): -0.69, atom 17 (H): 0.38, atom 18 (C): 0.27, atom 19 (O): -0.46, atom 20 (N): -0.50, atom 21 (N): -0.19, atom 22 (H): 0.24, atom 23 (H): 0.21, atom 24 (H): 0.26, atom 25 (H): 0.22, atom 26 (C): 0.47, atom 27 (O): -0.64, atom 28 (N): -0.32, atom 29 (N): -0.05, atom 30 (H): 0.26, atom 31 (H): 0.18, atom 32 (H): 0.15, atom 33 (H): -0.10, atom 34 (C): 0.26, atom 35 (O): -0.64, atom 36 (N): -0.16, atom 37 (N): 1.12, atom 38 (H): -0.03, atom 39 (H): 0.26, atom 40 (H): -0.68, atom 41 (H): -0.35, atom 42 (C): -0.68, atom 43 (O): -0.37, atom 44 (C): -0.62, atom 45 (C): -0.67, atom 46 (N): -0.35, atom 47 (C): -0.75, atom 48 (C): 0.40, atom 49 (O): -0.49, atom 50 (C): -0.16, atom 51 (H): 0.25, atom 52 (H): 0.35, atom 53 (H): 0.32, atom 54 (H): 0.31, atom 55 (H): 0.32, atom 56 (H): 0.53, atom 57 (H): 0.36, atom 58 (H): 0.23, atom 59 (H): 0.45, atom 60 (H): 0.32, atom 61 (H): 0.45, atom 62 (H): -0.51, atom 63 (H): -0.35, atom 64 (H): 0.29, atom 65 (H): 0.48, atom 66 (C): -0.60, atom 67 (O): -0.36, atom 68 (C): -0.82, atom 69 (C): -0.28, atom 70 (N): 0.04, atom 71 (C): -0.87, atom 72 (C): 0.82, atom 73 (O): -0.48, atom 74 (C): -0.69, atom 75 (H): 0.30, atom 76 (H): 0.35, atom 77 (H): 0.10, atom 78 (H): 0.44, atom 79 (H): 0.32, atom 80 (H): -0.01, atom 81 (H): 0.50, atom 82 (H): 0.12, atom 83 (H): 0.33, atom 84 (H): 0.59, atom 85 (H): -0.20, atom 86 (H): -0.27, atom 87 (H): 0.27, atom 88 (H): 0.28, atom 89 (H): 0.30, atom 90 (C): -0.40, atom 91 (O): -0.40, atom 92 (C): 0.36, atom 93 (C): -0.65, atom 94 (N): -0.09, atom 95 (C): -0.94, atom 96 (C): -0.50, atom 97 (O): -0.33, atom 98 (C): -0.79, atom 99 (H): 0.32


No. 2
This record from OMol25 describes a 9-piece molecular cluster, C24H66O9 overall in a non-equilibrium geometry. The level of theory is the ωB97M-V functional and the def2-TZVPD basis.

The geometry in ORCA input format:
```
! wB97M-V def2-TZVPD RIJCOSX def2/J DEFGRID3
* xyz 0 1
C 0.734 -0.502 0.034
C 0.926 0.822 0.751
C -0.182 1.139 1.701
O 2.150 0.661 1.336
H 1.603 -0.722 -0.585
H -0.106 -0.340 -0.642
H 0.559 -1.354 0.690
H 0.954 1.684 0.086
H -0.202 0.668 2.684
H -1.139 1.180 1.180
H 0.003 2.184 1.953
H 2.056 -0.234 1.669
C -5.542 3.543 -1.738
C -4.962 2.329 -0.938
C -3.415 2.366 -0.802
O -5.403 2.258 0.354
H -6.630 3.491 -1.707
H -5.347 3.476 -2.808
H -5.148 4.470 -1.321
H -5.221 1.367 -1.381
H -3.056 3.342 -0.474
H -3.053 2.430 -1.828
H -2.998 1.525 -0.247
H -5.160 3.131 0.670
C 4.759 4.445 2.702
C 4.070 3.154 2.068
C 5.058 2.386 1.211
O 3.567 2.464 3.185
H 5.259 5.055 1.950
H 5.502 4.096 3.418
H 4.010 5.033 3.232
H 3.258 3.585 1.483
H 5.508 3.044 0.468
H 4.490 1.577 0.750
H 5.749 1.770 1.787
H 2.903 1.843 2.875
C -2.730 -1.778 1.236
C -4.063 -2.575 1.112
C -4.721 -2.962 2.411
O -4.895 -1.743 0.453
H -2.074 -2.211 1.991
H -2.938 -0.775 1.610
H -2.150 -1.795 0.313
H -3.876 -3.462 0.506
H -4.102 -3.787 2.764
H -5.724 -3.385 2.357
H -4.806 -2.159 3.144
H -5.326 -1.160 1.082
C 4.020 -4.090 2.048
C 2.880 -3.149 1.867
C 1.485 -3.814 1.933
O 2.896 -2.208 2.959
H 4.976 -3.649 2.332
H 4.235 -4.828 1.275
H 3.762 -4.762 2.867
H 2.946 -2.684 0.883
H 0.694 -3.139 2.261
H 1.380 -4.421 2.832
H 1.125 -4.344 1.052
H 2.788 -2.680 3.788
C -3.111 -0.727 -2.835
C -3.577 -2.170 -3.103
C -2.442 -2.898 -3.899
O -3.908 -2.800 -1.915
H -2.248 -0.674 -2.171
H -3.954 -0.090 -2.568
H -2.822 -0.365 -3.822
H -4.384 -2.140 -3.836
H -1.516 -2.947 -3.326
H -2.387 -2.261 -4.782
H -2.720 -3.902 -4.218
H -4.087 -2.151 -1.230
C 3.672 -0.313 -3.836
C 3.469 0.893 -2.964
O 3.755 0.665 -1.546
H 3.443 -0.085 -4.877
H 3.075 -1.159 -3.496
H 4.699 -0.660 -3.721
H 2.427 1.208 -3.012
H 4.064 1.764 -3.238
H 3.412 1.413 -1.051
C -1.140 4.830 1.831
C -2.014 6.100 1.866
O -2.716 6.178 0.597
H -0.391 4.722 1.047
H -1.846 4.014 1.678
H -0.665 4.735 2.807
H -1.571 7.096 1.890
H -2.721 5.984 2.687
H -2.124 6.494 -0.090
C 2.201 -3.833 -1.813
C 3.727 -3.894 -1.887
O 4.062 -4.934 -2.726
H 1.951 -4.859 -1.545
H 1.819 -3.610 -2.810
H 1.864 -3.047 -1.138
H 4.301 -4.038 -0.972
H 4.170 -3.004 -2.334
H 4.899 -5.338 -2.484
*
```

Output
* frontier orbital gap: 10.225 eV
* LUMO level: 0.497 eV
* energy relative to the best compared isomer or geometry (same formula, charge and spin): 89.4 kcal/mol
* E: -1631.01552 Eh

Let us look at the Mulliken charges, expressed in e, one per atom: atom 1 (C): -0.64, atom 2 (C): 0.52, atom 3 (C): -1.11, atom 4 (O): -0.27, atom 5 (H): 0.18, atom 6 (H): 0.19, atom 7 (H): 0.10, atom 8 (H): 0.40, atom 9 (H): 0.38, atom 10 (H): -0.14, atom 11 (H): 0.24, atom 12 (H): 0.05, atom 13 (C): -1.40, atom 14 (C): 0.44, atom 15 (C): -0.78, atom 16 (O): -0.55, atom 17 (H): 0.38, atom 18 (H): 0.37, atom 19 (H): 0.29, atom 20 (H): 0.18, atom 21 (H): 0.32, atom 22 (H): 0.41, atom 23 (H): 0.01, atom 24 (H): 0.37, atom 25 (C): -1.51, atom 26 (C): 0.83, atom 27 (C): -0.91, atom 28 (O): -0.61, atom 29 (H): 0.38, atom 30 (H): 0.36, atom 31 (H): 0.36, atom 32 (H): 0.12, atom 33 (H): 0.33, atom 34 (H): 0.03, atom 35 (H): 0.31, atom 36 (H): 0.39, atom 37 (C): -0.65, atom 38 (C): 0.35, atom 39 (C): -1.71, atom 40 (O): -0.63, atom 41 (H): 0.35, atom 42 (H): 0.15, atom 43 (H): 0.24, atom 44 (H): 0.32, atom 45 (H): 0.40, atom 46 (H): 0.42, atom 47 (H): 0.38, atom 48 (H): 0.38, atom 49 (C): -1.65, atom 50 (C): 1.22, atom 51 (C): -1.49, atom 52 (O): -0.56, atom 53 (H): 0.36, atom 54 (H): 0.35, atom 55 (H): 0.41, atom 56 (H): -0.07, atom 57 (H): 0.44, atom 58 (H): 0.46, atom 59 (H): 0.31, atom 60 (H): 0.31, atom 61 (C): -0.94, atom 62 (C): 0.63, atom 63 (C): -1.25, atom 64 (O): -0.52, atom 65 (H): -0.01, atom 66 (H): 0.10, atom 67 (H): 0.59, atom 68 (H): 0.13, atom 69 (H): 0.17, atom 70 (H): 0.40, atom 71 (H): 0.37, atom 72 (H): 0.30, atom 73 (C): -0.83, atom 74 (C): -0.27, atom 75 (O): -0.48, atom 76 (H): 0.40, atom 77 (H): 0.01, atom 78 (H): 0.26, atom 79 (H): 0.27, atom 80 (H): 0.37, atom 81 (H): 0.18, atom 82 (C): -0.67, atom 83 (C): -0.51, atom 84 (O): -0.52, atom 85 (H): 0.33, atom 86 (H): 0.10, atom 87 (H): 0.40, atom 88 (H): 0.35, atom 89 (H): 0.25, atom 90 (H): 0.29, atom 91 (C): -0.48, atom 92 (C): -0.09, atom 93 (O): -0.56, atom 94 (H): 0.42, atom 95 (H): 0.36, atom 96 (H): -0.24, atom 97 (H): 0.20, atom 98 (H): 0.10, atom 99 (H): 0.31